78
Properties=species:S:1:pos:R:3:forces:R:3 method="wB97M-V/def2-TZVPD" lumo_energy_ev=0.0 e_tot_ev=-164116.80011 e_homo_ev=-8.35 e_above_lowest_ev=0.000
Na 5.6853 -6.9058 -6.7642 -0.042 0.268 0.522
As 3.1158 -7.4112 -3.9351 -0.066 0.347 0.132
F 4.6317 -7.6942 -4.7584 0.245 -0.038 -0.402
F 3.4956 -5.7087 -3.8785 0.105 0.079 0.102
F 1.6412 -7.1192 -3.1044 -0.135 0.048 0.080
F 2.7999 -9.0910 -4.0083 -0.107 -0.604 -0.015
F 3.9637 -7.6326 -2.4362 0.109 0.019 0.217
F 2.3601 -7.1669 -5.4656 -0.161 0.072 -0.287
C 7.1305 -4.6185 -1.3285 0.001 -0.145 0.263
C 8.4256 -5.0178 -2.0326 0.399 -0.341 0.283
C 8.3779 -4.3305 -3.3724 0.183 0.738 -0.262
S 6.7170 -4.6269 -3.9523 0.356 -0.275 0.739
O 6.7162 -5.8692 -4.6811 -0.161 -0.020 -0.216
O 6.1945 -3.4147 -4.5135 -0.371 0.382 -0.552
C 5.9992 -4.8996 -2.3151 0.316 -0.042 -0.114
H 7.1493 -3.5634 -1.0475 0.066 0.022 -0.095
H 6.9939 -5.1924 -0.4116 -0.079 0.025 -0.007
H 8.4579 -6.1060 -2.1512 -0.078 0.028 -0.106
H 9.3208 -4.7584 -1.4656 -0.069 0.162 0.002
H 9.1006 -4.5847 -4.1430 -0.114 -0.386 0.039
H 8.4395 -3.2448 -3.2517 -0.027 -0.039 0.099
H 5.7171 -5.9488 -2.2957 -0.296 0.029 0.010
H 5.1489 -4.2376 -2.2033 -0.189 -0.140 -0.059
C 8.3234 -3.1082 -9.7877 -0.030 0.366 -0.193
C 8.9897 -4.4393 -10.1462 0.160 0.071 -0.376
C 9.6799 -4.8610 -8.8622 0.046 0.227 0.041
S 8.4557 -4.5379 -7.5881 -0.292 -0.213 -0.675
O 9.1085 -3.9246 -6.4734 0.275 0.328 0.656
O 7.6478 -5.7121 -7.3757 0.001 -0.382 -0.203
C 7.4917 -3.3574 -8.5468 -0.215 -0.349 0.549
H 7.7301 -2.6748 -10.5925 -0.074 -0.171 -0.013
H 9.1101 -2.3796 -9.5687 -0.010 -0.025 0.022
H 9.7048 -4.3019 -10.9580 0.055 -0.054 0.055
H 8.2805 -5.2001 -10.4797 -0.161 0.109 0.099
H 10.4812 -4.1539 -8.6428 0.143 -0.180 0.034
H 10.0373 -5.8850 -8.8112 -0.092 -0.050 0.083
H 7.2562 -2.5253 -7.8879 0.116 0.179 -0.151
H 6.5579 -3.8793 -8.7531 -0.007 0.040 -0.116
C 1.4687 -2.4634 -7.0242 0.540 -0.007 -0.289
C 1.7610 -2.5178 -5.5113 -0.301 0.628 -0.218
C 3.2197 -2.9543 -5.2788 -0.520 0.087 0.342
S 3.8872 -3.3982 -6.8680 -0.593 -0.159 0.197
O 4.5126 -4.6929 -6.8189 0.556 -0.368 -0.274
O 4.5846 -2.2742 -7.4341 0.335 0.187 -0.239
C 2.3108 -3.5519 -7.6772 -0.639 -0.474 -0.012
H 1.8324 -1.5116 -7.4207 -0.221 0.061 0.029
H 0.4119 -2.5620 -7.2581 -0.023 -0.017 0.030
H 1.0384 -3.1422 -4.9892 0.196 -0.282 -0.049
H 1.6064 -1.5024 -5.1429 0.067 -0.109 0.250
H 3.2978 -3.8365 -4.6502 0.049 0.030 -0.019
H 3.7939 -2.1382 -4.8560 0.359 -0.091 -0.117
H 1.9251 -4.5493 -7.4463 0.123 0.012 0.182
H 2.4038 -3.4966 -8.7599 0.248 0.254 0.017
C 7.0379 -11.0278 -3.0960 -0.064 -0.834 0.157
C 8.3992 -11.3340 -3.7712 -0.085 -0.051 -0.104
C 8.3582 -10.8955 -5.2399 -0.120 0.549 -0.093
S 6.7745 -10.0758 -5.5129 0.221 0.057 0.611
O 5.8865 -11.0012 -6.1639 -0.131 -0.159 -0.216
O 7.0240 -8.7714 -6.0869 -0.105 -0.025 -0.516
C 6.3529 -9.8790 -3.7928 0.310 0.411 -0.097
H 7.1476 -10.8555 -2.0263 0.079 0.175 -0.039
H 6.4304 -11.9334 -3.1742 -0.140 0.140 -0.079
H 8.5819 -12.4049 -3.7146 0.143 0.019 0.094
H 9.2239 -10.8238 -3.2767 -0.060 0.018 0.094
H 8.4274 -11.6897 -5.9781 -0.005 -0.095 0.072
H 9.0874 -10.1188 -5.4632 0.128 -0.138 -0.023
H 5.2746 -9.8092 -3.6828 -0.027 -0.081 -0.025
H 6.8025 -8.9147 -3.5436 -0.134 0.015 0.110
N 5.4549 -9.3841 -8.8367 -0.040 -0.184 0.282
C 4.2177 -9.6673 -8.3280 -0.015 0.086 -0.291
C 3.4276 -8.5713 -8.5363 -0.304 0.031 -0.448
C 4.2050 -7.5964 -9.2303 -0.122 -0.322 0.545
C 5.4741 -8.1170 -9.3409 0.008 0.338 -0.445
H 6.2178 -10.0373 -8.8340 0.079 0.167 0.161
H 3.9950 -10.6295 -7.9071 0.052 0.020 0.151
H 2.3777 -8.4929 -8.3084 0.039 -0.007 0.146
H 3.8094 -6.6742 -9.6207 0.303 0.204 0.113
H 6.3769 -7.6604 -9.7130 0.013 -0.174 -0.174

---

65
Properties=species:S:1:pos:R:3:forces:R:3 method="wB97M-V/def2-TZVPD" smiles="CCCCCC[C@](C#N)([C@H](C#N)CCCCN)P(O)Cl.CC(C)=O.CC(C)=O" lumo_energy_ev=0.3 e_tot_ev=-53759.93499 e_homo_ev=-9.34 e_above_lowest_ev=0.000
C -1.4563 -3.6516 -1.9905 0.661 0.507 0.054
C -1.2139 -2.9568 -3.4561 0.778 -0.859 1.201
C -0.0715 -1.8348 -3.2229 0.914 -0.685 -0.709
C 0.0732 -0.7673 -4.4189 -0.646 0.466 -0.197
C 0.2314 0.7685 -3.9503 0.010 0.453 -0.731
C 1.1463 0.9950 -2.6475 0.416 0.820 -0.365
C 0.4335 1.7707 -1.4285 0.354 2.845 -0.785
C 0.0842 3.3025 -1.8074 -0.681 3.698 -0.039
N -0.1890 4.4808 -1.9374 1.543 -6.657 0.584
C 1.5534 1.8253 -0.2275 -0.480 0.061 0.578
C 0.9607 2.3100 1.1727 -2.146 1.012 2.803
N 0.4326 2.6911 2.1955 3.096 -1.994 -5.622
C 2.8301 2.7498 -0.5879 0.591 -0.366 1.203
C 4.1598 1.8767 -0.2464 1.033 0.537 0.403
C 4.5993 1.9867 1.3215 -0.605 -0.102 0.072
C 3.9887 0.8079 2.2336 -0.064 0.649 0.723
N 4.8895 -0.3938 2.3471 -1.465 -0.230 -0.053
P -1.0993 0.9139 -0.6998 -1.357 -1.864 0.742
O -2.1273 0.2773 -1.9118 1.054 1.107 0.718
Cl -2.3165 2.4099 0.2406 0.960 -0.814 -1.355
H -0.5393 -3.3691 -1.3318 -1.541 -0.535 -1.036
H -1.4460 -4.8007 -2.0449 -0.409 1.829 0.064
H -2.3947 -3.2409 -1.4649 1.475 -0.939 -0.888
H -2.1822 -2.5555 -3.9157 1.413 -0.457 0.685
H -0.7994 -3.8174 -4.1182 -0.731 1.792 0.773
H -0.1635 -1.3573 -2.1700 -0.066 -0.654 -1.904
H 0.9343 -2.4207 -3.1880 -1.679 0.923 0.166
H -0.8919 -0.8282 -5.0614 1.639 0.148 0.984
H 0.9570 -0.9895 -5.1408 -1.487 0.072 1.439
H -0.7937 1.3040 -3.8344 1.738 -1.149 0.020
H 0.7401 1.3198 -4.8397 -0.841 -0.865 1.593
H 2.0312 1.6710 -2.9833 -1.470 -1.173 0.779
H 1.6295 0.0500 -2.2154 -0.932 1.154 -0.734
H 1.9104 0.7265 -0.1089 -0.780 1.909 0.027
H 2.8103 3.6324 0.1635 0.062 -1.312 -1.536
H 2.8239 3.1756 -1.6532 -0.139 -0.852 1.614
H 5.0814 2.2452 -0.8453 -1.745 -0.499 0.731
H 4.0346 0.7575 -0.4874 0.035 1.695 0.137
H 5.7513 1.9950 1.4191 -1.923 -0.209 -0.126
H 4.2136 2.9823 1.7751 0.636 -1.519 -0.930
H 2.9497 0.4415 1.8938 1.338 1.040 0.397
H 3.8737 1.2421 3.3019 0.081 -0.723 -1.744
H 4.5975 -0.8536 3.2387 0.492 0.293 -1.053
H 4.5715 -1.0492 1.5979 0.624 0.539 0.877
H -2.2546 -0.6951 -1.8240 0.353 0.901 0.321
C -5.9880 -1.7412 -0.0432 0.407 0.059 0.107
C -5.6691 -2.9175 -0.9270 0.680 -0.217 -0.037
O -4.5282 -3.3314 -1.0433 -0.735 0.266 0.047
C -6.8134 -3.5632 -1.6617 0.242 -0.315 -0.194
H -5.0685 -1.3781 0.4222 -0.130 -0.062 -0.071
H -6.4205 -0.9348 -0.6395 -0.176 -0.067 0.112
H -6.6820 -2.0448 0.7434 -0.129 0.120 -0.127
H -7.2826 -2.8377 -2.3298 -0.152 -0.013 0.164
H -7.5441 -3.9477 -0.9469 -0.107 0.178 -0.081
H -6.4360 -4.3965 -2.2590 -0.033 0.129 0.100
C 1.2352 1.3444 7.3707 0.045 -0.333 0.299
C 0.7139 0.5902 6.1758 -0.198 -0.798 -0.099
O 0.5277 -0.6135 6.2193 0.145 0.639 0.029
C 0.4320 1.3810 4.9262 -0.075 -0.443 -0.006
H 1.3930 0.6480 8.1978 -0.031 0.084 -0.135
H 2.1885 1.8174 7.1248 -0.134 0.185 0.007
H 0.5077 2.0975 7.6812 0.160 0.133 -0.093
H 1.3494 1.8554 4.5718 -0.159 0.196 0.056
H -0.3310 2.1357 5.1280 0.205 0.147 -0.080
H 0.0624 0.7094 4.1482 0.063 0.120 0.124

---

Number 1: Kohn-Sham gap 8.4 eV. Number 2: Kohn-Sham gap 9.6 eV.